The following is a quantum chemistry calculation of a single C11H8O2 molecule in a non-equilibrium geometry, from the Open Molecules 2025 dataset.

Last column: natural (NBO) charge in e.
CARTESIAN COORDINATES (ANGSTROEM)
O: 1.947051 -1.483063 1.309399  -0.5615
C: 0.784011 -1.240922 1.454816  0.7513
O: 0.261496 -1.891310 2.501750  -0.4484
C: -1.000682 -1.510460 3.080038  0.1885
C: -1.930029 -0.720152 2.431180  -0.3326
C: -1.516715 -0.317900 1.190367  -0.1245
C: -0.277295 -0.580154 0.667888  -0.1639
C: 0.134599 0.066603 -0.564043  -0.0634
C: 1.542685 0.161463 -0.794625  -0.2162
C: 2.029421 0.960970 -1.793312  -0.2150
C: 1.129844 1.515268 -2.748409  -0.1992
C: -0.257274 1.293848 -2.629259  -0.2188
C: -0.732543 0.665173 -1.484839  -0.1925
H: -1.189828 -1.962542 4.083147  0.2111
H: -2.981558 -0.571310 2.759978  0.2456
H: -2.258521 0.418612 0.745911  0.2241
H: 2.123428 -0.228183 0.116881  0.2694
H: 3.126509 1.033669 -2.007395  0.2153
H: 1.696311 2.076031 -3.522390  0.2153
H: -0.821612 1.651648 -3.413288  0.2117
H: -1.809297 0.662710 -1.383794  0.2039

Forces on atoms 1 to 3 (eV/Å):
0.807 0.379 -0.484
-1.513 -1.272 -0.062
-3.913 0.638 3.537

Computed properties:
structure (SMILES): O=c1occcc1-c1ccccc1
net charge: 0
energy above the lowest of the compared OMol25 structures with the same formula, charge and spin: 54.30 kcal/mol
frontier orbital gap: 0.283 hartree